#A
Below is a cluster of 2 separate species, CH3NOS2 in total, with properties calculated with ωB97M-V/def2-TZVPD.

Calculated values
**Total charge**: 0
**Kohn-Sham gap (alpha / beta)**: 5.80 / 5.80 eV
**HOMO level (alpha / beta)**: -8.58 / -8.58 eV

Geometry (Å):
C  0.7386  -1.0587  -0.9800
N  -0.5020  -0.7743  -0.8286
O  -1.8308  1.0794  1.2040
S  1.2168  -2.3674  -1.8899
S  -0.5414  1.4971  0.2485
H  1.3960  -0.4529  -0.2431
H  -1.0638  -0.9464  -1.6393
H  -1.7298  0.2987  1.7434

natural (NBO) population analysis, charges in e, atoms 1 to 4: C -0.10; N -0.59; O -0.82; S -0.11


#B
Below is a structure of composition CH3NOS2, with properties calculated with ωB97M-V/def2-TZVPD.

Calculated values
**Total charge**: 0
**Kohn-Sham gap**: 8.14 eV
**HOMO level**: -8.11 eV

Geometry (Å):
C  -0.4212  0.2997  -0.1939
N  -0.9357  -0.9073  -0.6708
O  0.1607  0.0870  1.0129
S  -2.0959  1.1664  -0.1823
S  -2.4265  -0.8380  0.2653
H  0.6355  0.8865  1.3097
H  0.1286  1.0119  -0.7457
H  -0.3556  -1.6864  -0.4183

natural (NBO) population analysis, charges in e, atoms 1 to 4: C 0.17; N -0.74; O -0.70; S -0.01


Question: which arrangement is favored energetically? Ranking from most to least stable: #B, #A.


#A
Below is a structure of composition C2H8NO, with properties calculated with ωB97M-V/def2-TZVPD.

Calculated values
**Total charge**: +1
**Kohn-Sham gap**: 10.88 eV
**HOMO level**: -14.61 eV

Geometry (Å):
C  1.5635  0.1224  -0.1959
C  -0.3426  -0.2433  -0.4039
N  -1.0433  -0.3902  0.9489
O  -0.9130  0.8849  -0.8557
H  2.0504  -0.6901  0.3601
H  1.7123  0.0950  -1.3135
H  1.6072  1.1400  0.2113
H  -0.3665  -1.1884  -1.0329
H  -1.7241  0.4733  0.9426
H  -0.4162  -0.3976  1.8073
H  -1.4930  -1.2837  1.1049
H  -0.6347  1.4778  -1.5732

natural (NBO) population analysis, charges in e, atoms 1 to 4: C -0.60; C 0.26; N -0.74; O -0.75


#B
Below is a cluster of 2 separate species, C2H8NO in total, with properties calculated with ωB97M-V/def2-TZVPD.

Calculated values
**Total charge**: +1
**Kohn-Sham gap**: 10.15 eV
**HOMO level**: -14.03 eV

Geometry (Å):
N  -1.2127  0.7852  1.5597
H  -0.8588  0.5614  0.6163
H  -0.8037  1.6998  1.7537
H  -2.2309  0.8673  1.5741
H  -0.9452  -0.0187  2.1302
C  -0.0008  -0.9048  -1.6222
C  0.5769  -0.7637  -0.4135
O  0.9691  0.5198  -0.0409
H  -0.3018  -1.9348  -1.8026
H  -0.0531  -0.2047  -2.4431
H  0.7441  -1.6993  0.1050
H  1.7061  0.8981  -0.5696

natural (NBO) population analysis, charges in e, atoms 1 to 4: N -0.87; H 0.48; H 0.46; H 0.45


Question: which arrangement is favored energetically? Ranking from most to least stable: #B, #A.


#A
Below is a cluster of 2 separate species, C4H14NS2 in total, with properties calculated with ωB97M-V/def2-TZVPD.

Calculated values
**Total charge**: +1
**Kohn-Sham gap**: 9.65 eV
**HOMO level**: -12.92 eV

Geometry (Å):
C  -0.5335  1.2746  2.6498
C  -0.2255  1.8382  1.2632
N  0.8360  0.9854  0.6102
H  -1.2573  1.9379  3.1360
H  -0.9814  0.2282  2.5655
H  0.3892  1.2483  3.2344
H  -1.0952  1.7914  0.6023
H  0.1641  2.8488  1.3114
H  1.6707  0.8974  1.1566
H  1.0661  1.3189  -0.3091
H  0.4697  0.0270  0.5163
C  0.2361  -0.4731  -2.8495
C  0.2647  -1.5274  -1.7348
S  -1.1588  -1.2936  -0.5929
S  -0.7314  -2.6941  0.8979
H  0.2422  0.5448  -2.4171
H  -0.6683  -0.5811  -3.5048
H  1.1482  -0.5534  -3.4683
H  1.1582  -1.4708  -1.1507
H  0.2102  -2.5535  -2.1523
H  -1.2042  -3.7939  0.2359

natural (NBO) population analysis, charges in e, atoms 1 to 4: C -0.64; C -0.22; N -0.69; H 0.26


#B
Below is a cluster of 2 separate species, C4H14NS2 in total, with properties calculated with ωB97M-V/def2-TZVPD.

Calculated values
**Total charge**: +1
**Kohn-Sham gap**: 9.54 eV
**HOMO level**: -12.84 eV

Geometry (Å):
C  -1.2786  0.7390  -1.1820
C  -2.0739  -0.5419  -1.0744
S  -2.4437  -1.1397  -2.7559
N  -1.0451  1.3166  0.1855
H  -1.8025  1.4813  -1.7815
H  -0.3029  0.5776  -1.6404
H  -3.0183  -0.3856  -0.5487
H  -1.5177  -1.3031  -0.5391
H  -2.0318  -2.3961  -2.5647
H  -0.5910  2.2293  0.1431
H  -0.4306  0.6582  0.7483
H  -1.9298  1.4394  0.6799
C  2.2000  0.6120  2.1681
S  1.0228  -0.6416  1.6347
C  1.8589  -1.2215  0.1377
H  2.5011  1.2519  1.3335
H  3.0826  0.1558  2.6001
H  1.7256  1.2369  2.9283
H  1.2038  -1.9297  -0.3685
H  2.1006  -0.3834  -0.5115
H  2.7705  -1.7554  0.4073

natural (NBO) population analysis, charges in e, atoms 1 to 4: C -0.23; C -0.55; S 0.01; N -0.72


Question: which arrangement is favored energetically? Ranking from most to least stable: #A, #B.


#A
Below is a cluster of 2 separate species, C4H2F2O in total, with properties calculated with ωB97M-V/def2-TZVPD.

Calculated values
**Total charge**: 0
**Kohn-Sham gap (alpha / beta)**: 7.84 / 7.80 eV
**HOMO level (alpha / beta)**: -10.38 / -10.33 eV

Geometry (Å):
C  -0.6011  0.0342  -2.2460
C  -0.2397  0.1683  -1.0581
C  -0.1941  0.5552  0.2824
C  1.1193  0.1542  -0.1442
O  -1.1963  -1.0500  1.5034
F  1.6628  -1.0360  0.0861
F  2.1004  1.0437  -0.1622
H  -0.8124  1.3406  0.8665
H  -1.8389  -1.2102  0.8722

natural (NBO) population analysis, charges in e, atoms 1 to 4: C 0.34; C -0.59; C 0.00; C 0.80


#B
Below is an isolated molecule of C4H2F2O, with properties calculated with ωB97M-V/def2-TZVPD.

Calculated values
**Total charge**: 0
**Kohn-Sham gap**: 9.70 eV
**SMILES**: Fc1coc(F)c1
**HOMO level**: -8.78 eV

Geometry (Å):
F  2.1170  -0.6098  0.0320
C  0.9254  -0.1449  -0.0700
C  0.4990  1.1429  0.1146
O  -0.8799  1.1827  -0.1259
C  -1.2603  -0.1612  -0.0516
F  -2.4665  -0.5829  0.0938
C  -0.1880  -0.9411  -0.0741
H  1.2029  2.0914  0.1756
H  0.0504  -1.9771  -0.0943

natural (NBO) population analysis, charges in e, atoms 1 to 4: F -0.29; C 0.33; C -0.03; O -0.42


Question: which arrangement is favored energetically? Ranking from most to least stable: #B, #A.


#A
Below is an isolated molecule of C4H2F2O, with properties calculated with ωB97M-V/def2-TZVPD.

Calculated values
**Total charge**: 0
**Kohn-Sham gap**: 10.12 eV
**SMILES**: Fc1cocc1F
**HOMO level**: -9.18 eV

Geometry (Å):
F  -1.5912  -1.2831  -0.0208
C  -0.4306  -0.6660  0.0441
C  0.8046  -1.2478  0.0181
O  1.7643  -0.2003  -0.0221
C  1.1099  0.9584  0.0061
C  -0.2240  0.7260  -0.0334
F  -1.1474  1.6554  0.0115
H  1.2408  -2.2136  0.0294
H  1.7321  1.8414  0.0220

natural (NBO) population analysis, charges in e, atoms 1 to 4: F -0.29; C 0.27; C -0.01; O -0.39


#B
Below is a structure of composition C4H2F2O, with properties calculated with ωB97M-V/def2-TZVPD.

Calculated values
**Total charge**: 0
**Kohn-Sham gap (alpha / beta)**: 8.79 / 8.79 eV
**HOMO level (alpha / beta)**: -11.50 / -11.50 eV

Geometry (Å):
C  2.9203  -0.9326  -0.7928
C  1.7141  -1.1570  -0.9049
C  -0.4688  0.0311  -0.4334
C  0.4743  -0.8244  -1.3226
O  0.0648  0.1074  0.7990
F  0.0439  -1.1895  -2.4872
F  -0.8246  1.6216  -0.8155
H  -1.5298  -0.0960  -0.5803
H  1.0849  -0.0044  0.6848

natural (NBO) population analysis, charges in e, atoms 1 to 4: C 0.19; C -0.57; C 0.37; C 0.59


Question: which arrangement is favored energetically? Ranking from most to least stable: #A, #B.